Here is a structure of composition C27H29N4OPbSiTe from the OMol25 dataset. Energies are from wB97M-V/def2-TZVPD.

Calculated values
HOMO = -10.910 eV
Kohn-Sham gap = 7.82 eV
Maximum force = 0.95 eV/A
Energy relative to the best compared isomer or geometry (same formula, charge and spin) = 7.91 kJ/mol
Total charge = +1
LUMO energy = -3.091 eV
Spin multiplicity = 1

Each line ends with the Löwdin charge.
Positions of all 64 atoms, in Å:
Pb -0.0111 0.1038 -1.2053  1.34
O 1.0892 4.2392 -1.9609  0.06
C 1.0754 3.0375 -1.7415  -0.50
N 0.0145 2.3282 -1.3212  -0.13
C -1.2218 3.0729 -1.2756  -0.17
C -2.3542 2.3003 -1.8701  -0.27
C -3.5098 2.9523 -2.2894  0.01
C -4.5817 2.2050 -2.7368  -0.03
C -4.4754 0.8179 -2.7553  -0.04
C -3.2780 0.2505 -2.3702  -0.13
N -2.2429 0.9734 -1.9424  -0.06
C 2.3127 2.2221 -1.9951  -0.19
C 3.4826 2.8816 -2.3523  0.03
C 4.6220 2.1407 -2.6084  -0.02
C 4.5485 0.7582 -2.5182  -0.03
C 3.3356 0.1808 -2.1868  -0.14
N 2.2449 0.8924 -1.9249  -0.04
H -1.0804 4.0252 -1.8015  0.13
H -1.4803 3.3102 -0.2338  0.13
H -3.5516 4.0294 -2.2599  0.13
H -5.4868 2.6925 -3.0620  0.12
H -5.2958 0.1968 -3.0771  0.11
H -3.1364 -0.8229 -2.3891  0.11
H 3.4603 3.9575 -2.4166  0.13
H 5.5462 2.6270 -2.8775  0.12
H 5.4092 0.1382 -2.7103  0.11
H 3.2344 -0.8940 -2.1244  0.11
Te -1.5285 -1.9004 0.9124  1.39
C -0.4610 -3.5762 0.0722  -0.53
C 0.5526 -4.2909 0.6977  -0.15
C 0.9945 -5.4880 0.1574  -0.06
C 0.4263 -5.9936 -1.0001  -0.06
C -0.5928 -5.2905 -1.6190  -0.07
C -1.0283 -4.0862 -1.0928  -0.17
H 1.0122 -3.9184 1.6000  0.08
H 1.7814 -6.0340 0.6535  0.11
H 0.7759 -6.9273 -1.4134  0.11
H -1.0466 -5.6763 -2.5175  0.11
H -1.8250 -3.5429 -1.5855  0.08
C 0.8379 -2.0510 3.6014  -0.17
Si 1.3062 -0.8172 2.2166  0.43
C 2.3967 0.6111 2.8517  -0.15
C 2.3693 -1.5330 0.8084  -0.19
N -0.1958 -0.2734 1.3995  -0.50
C -1.0412 0.6704 2.0394  -0.45
C -2.1831 1.1302 1.3834  -0.14
C -3.0123 2.0737 1.9570  -0.07
C -2.7344 2.5705 3.2189  -0.07
C -1.6350 2.0854 3.9034  -0.05
C -0.7992 1.1461 3.3238  -0.04
H 1.7305 -2.4800 4.0482  0.04
H 0.2132 -2.8689 3.2405  -0.01
H 0.2793 -1.5641 4.3973  0.03
H 3.4356 0.3065 2.7548  0.04
H 2.2390 0.8677 3.8941  0.03
H 2.2654 1.5141 2.2624  0.04
H 3.1582 -2.1631 1.2052  0.05
H 2.8525 -0.7031 0.3037  0.01
H 1.8192 -2.1115 0.0753  -0.01
H -2.4086 0.7575 0.3945  0.04
H -3.8783 2.4172 1.4112  0.11
H -3.3809 3.3060 3.6679  0.11
H -1.4156 2.4304 4.9025  0.11
H 0.0490 0.7872 3.8792  0.07


Here is a cluster of 12 separate species, H23O12 in total from the OMol25 dataset. Energies are from wB97M-V/def2-TZVPD.

Calculated values
HOMO = -6.798 eV
Kohn-Sham gap = 9.54 eV
Maximum force = 10.01 eV/A
Energy relative to the best compared isomer or geometry (same formula, charge and spin) = 510.01 kJ/mol
Total charge = -1
LUMO energy = 2.737 eV
Spin multiplicity = 1

Each line ends with the Löwdin charge.
Positions of all 35 atoms, in Å:
O 0.1243 2.4365 2.6587  -0.17
H 0.7695 3.1189 2.2583  0.08
H -0.2904 2.1063 1.7763  -0.04
O 1.8343 1.2729 -3.2424  -0.07
H 2.3518 0.5024 -2.9627  0.04
H 2.0039 1.9123 -2.5288  0.02
O 0.1780 -4.7324 -0.6353  -0.10
H 0.5597 -5.1143 0.1874  0.04
O -0.9909 1.6653 0.5392  -0.36
H -0.4248 -1.8204 1.5847  -0.01
H -1.7377 2.3878 0.5847  0.10
O -0.6918 -0.7669 4.0228  -0.08
H -0.5047 -0.9361 3.1168  -0.06
H 2.2145 0.9868 1.5416  -0.09
O -0.8670 -0.9053 -5.0727  -0.10
H -0.5623 -0.0532 -4.4855  0.11
H -0.1363 -3.9643 -0.0678  0.04
O 0.3540 -2.2802 1.8955  -0.02
H 0.9965 -1.9178 1.3087  0.01
H -1.6746 -1.1376 -4.6960  -0.03
O -1.9736 -0.8333 0.8868  -0.09
H -1.0408 -0.6961 0.7458  -0.03
H -2.1846 0.0199 0.3198  0.07
O 1.2502 0.0606 -0.4552  0.02
H 0.4982 0.4299 -0.0852  -0.04
H 1.7463 -0.5208 0.0301  -0.01
O 0.7180 2.9450 -0.8562  -0.26
H 0.7351 2.0382 -1.2775  -0.04
H -0.1495 2.5762 -0.1375  0.04
O -2.1069 0.4598 -1.9653  -0.10
H -1.7213 0.2665 -1.0121  0.03
H -1.2741 0.4638 -2.4797  0.02
O 2.0502 0.4568 2.1766  0.01
H -0.6613 0.2408 3.8321  0.07
H 1.4566 0.8810 2.8274  0.04


Here is a structure of composition C26H19N3O4SSbSe4Tc from the OMol25 dataset. Energies are from wB97M-V/def2-TZVPD.

Calculated values
HOMO (spin up / spin down) = -13.976 / -13.977 eV
Kohn-Sham gap (spin up / spin down) = 5.27 / 5.28 eV
Maximum force = 2.30 eV/A
Total charge = +2
LUMO energy (spin up / spin down) = -8.704 / -8.696 eV
Spin multiplicity = 1

Each line ends with the Löwdin charge.
Positions of all 59 atoms, in Å:
Tc -0.9596 0.4204 -0.1087  1.00
O -3.3305 3.2755 1.2674  0.21
C -2.7133 2.6219 0.4916  -0.50
O -1.6207 1.8995 0.7620  -0.26
C -3.0287 2.4931 -0.9735  -0.19
C -3.5807 3.5889 -1.6375  0.04
C -3.5798 3.5774 -3.0023  0.05
C -3.1347 2.4310 -3.6843  -0.13
C -3.0975 2.3753 -5.0968  0.00
C -2.7234 1.2325 -5.7391  -0.04
C -2.4759 0.0664 -4.9897  -0.06
C -2.4985 0.0875 -3.6200  -0.09
C -2.7257 1.2944 -2.9272  -0.21
N -2.5870 1.3833 -1.5582  0.06
H -3.9319 4.4257 -1.0501  0.14
H -3.9289 4.4346 -3.5646  0.14
H -3.3984 3.2531 -5.6545  0.13
H -2.6770 1.2044 -6.8190  0.12
H -2.3057 -0.8655 -5.5124  0.11
H -2.4210 -0.8281 -3.0554  0.06
C 6.8198 -1.9384 0.8739  -0.02
C 5.5256 -1.2107 1.0640  -0.23
C 4.4014 -1.5304 0.2958  -0.01
C 3.2208 -0.8312 0.4536  -0.05
C 3.1727 0.1840 1.3982  -0.31
C 4.2642 0.5227 2.1866  -0.02
C 5.4366 -0.1879 2.0127  0.00
S 1.7246 1.1517 1.5114  0.73
O 1.7630 1.9634 0.2195  -0.60
O 1.6252 1.9463 2.6768  -0.19
N 0.4349 0.1502 1.2925  -0.30
C 0.0226 -0.6368 2.3970  -0.23
C 0.7701 -0.9086 3.5251  0.02
C 0.2317 -1.6826 4.5664  -0.02
C -1.0347 -2.1899 4.4900  0.01
C -1.8177 -1.9650 3.3378  -0.13
C -3.1171 -2.4819 3.1586  0.05
C -3.7920 -2.2463 1.9872  -0.01
C -3.1790 -1.4906 0.9875  -0.08
N -1.9677 -0.9770 1.1279  -0.08
C -1.2754 -1.1936 2.2865  -0.15
H 6.7823 -2.6063 0.0166  0.08
H 7.0578 -2.5239 1.7639  0.10
H 7.6366 -1.2299 0.7342  0.10
H 4.4525 -2.3205 -0.4415  0.10
H 2.3508 -1.0669 -0.1498  0.07
H 4.1867 1.3302 2.9040  0.13
H 6.3010 0.0668 2.6119  0.13
H 1.7765 -0.5273 3.6140  0.11
H 0.8419 -1.8771 5.4375  0.13
H -1.4472 -2.7855 5.2936  0.13
H -3.5618 -3.0700 3.9515  0.14
H -4.7846 -2.6381 1.8195  0.13
H -3.6803 -1.3045 0.0455  0.13
Se 2.9654 -2.7201 -3.4211  0.04
Sb 1.0105 -1.5347 -3.9165  0.45
Se 0.4736 2.0626 -1.2495  0.60
Se -0.2729 -1.2278 -1.4218  0.29
Se 1.4007 1.1544 -2.9688  0.15